Run P
Density functional theory data (ωB97M-V with the def2-TZVPD basis set) for a 2-piece molecular cluster, C3H6N2OS overall.

Gap between HOMO and LUMO   0.3051 hartree
Highest occupied orbital energy   -7.804 eV
Multiplicity   1

Atoms and positions in Å:
H (-3.10747, -0.56038, -0.40314)
H (0.55065, 1.44214, -0.65912)
H (3.19820, -0.59026, -0.60959)
N (2.43850, -0.26626, 0.04886)
H (0.19605, 1.02452, 0.87014)
C (0.26004, -0.73835, -0.12601)
N (1.46842, -1.18001, -0.08070)
C (-0.04542, 0.71794, -0.04078)
C (-2.20476, -0.14548, 0.09031)
H (2.01394, 1.09625, 0.17629)
S (-1.10803, -1.69385, -0.10153)
O (-1.44689, 0.95921, -0.30601)
H (-2.21322, -0.06548, 1.14128)


Run Q
Density functional theory data (ωB97M-V with the def2-TZVPD basis set) for one molecule with the formula C3H6N2OS.

Gap between HOMO and LUMO   0.3548 hartree
Highest occupied orbital energy   -8.772 eV
Multiplicity   1

Atoms and positions in Å:
C (-0.47212, 1.02952, 0.29134)
H (-1.49450, -1.19424, -0.12153)
H (0.61518, -2.54867, -1.68550)
C (-0.63227, 2.22504, 1.20619)
O (-1.42003, 0.59626, -0.35077)
H (-1.37410, 2.04003, 1.97291)
S (1.15634, 0.35903, 0.34110)
N (-0.90081, -2.00618, -0.34447)
C (0.29393, -1.78998, -0.96480)
H (-1.38805, -2.79133, -0.73197)
H (0.30361, 2.59734, 1.62699)
N (1.19746, -0.92112, -0.73217)
H (-1.01705, 3.08594, 0.62785)


Most stable: run Q


Run P
Density functional theory data (ωB97M-V with the def2-TZVPD basis set) for one molecule with the formula C3H6N2OS.

Gap between HOMO and LUMO   0.3120 hartree
Highest occupied orbital energy   -8.456 eV
Multiplicity   1

Atoms and positions in Å:
H (1.19374, -1.81032, 1.14605)
H (2.04171, -1.37791, -1.49258)
H (0.01384, 2.62824, 0.26326)
O (-1.06918, 1.38944, -0.36301)
N (-0.53795, -0.73278, 0.55460)
N (1.05204, -1.03940, -1.12734)
H (0.82582, 0.96448, 0.86288)
S (-2.98507, -0.56582, -0.36167)
C (-1.46225, 0.12576, -0.09666)
C (0.33590, 1.66848, 0.01845)
H (0.90168, 1.31623, -1.02799)
H (-1.02397, -1.31323, 1.36696)
C (0.71368, -1.25315, 0.25704)


Run Q
Density functional theory data (ωB97M-V with the def2-TZVPD basis set) for one molecule with the formula C3H6N2OS.

Gap between HOMO and LUMO   0.3463 hartree
Highest occupied orbital energy   -8.717 eV
Multiplicity   1

Atoms and positions in Å:
N (0.60035, 0.00660, -0.00441)
C (1.98031, -0.10451, -0.01035)
H (2.48994, 0.87098, -0.01084)
H (-0.60930, 1.48800, -0.90372)
H (-0.61451, 1.50349, 0.90587)
O (2.59189, -1.13947, -0.00136)
N (-1.37889, -1.43109, 0.00225)
C (-0.00366, 1.33956, 0.00448)
H (0.48558, -2.03736, 0.01617)
H (-3.60169, -1.18290, -0.02027)
H (0.81947, 2.10229, 0.01722)
S (-2.61745, -0.23963, -0.00367)
C (-0.14204, -1.17598, 0.00862)


Most stable: run Q